Here is a cluster of 2 separate species, C4H14N2O2 in total from the OMol25 dataset. Energies are from ωB97M-V with the def2-TZVPD basis set.

For the calculated total energy, the calculation gives -420.74892 Ha. For the LUMO energy, the calculation gives 0.76 eV. The SMILES is CNCCNCO.O. The relative energy (zero: lowest compared OMol25 entry of this formula, charge and spin) is 147.50 kJ/mol. As for the multiplicity: 1.

The geometry in XYZ format:
```
22
Properties=species:S:1:pos:R:3:forces:R:3:lowdin_charge:R:1
C -1.18420 -0.84942 1.77702 -0.40 -0.87 -0.25 -0.15
N 0.09298 -0.47302 1.20777 0.06 -0.08 0.86 -0.14
C 0.07148 0.71689 0.36009 0.44 -1.20 -0.08 -0.23
C 0.73516 0.39449 -0.97178 0.34 0.12 -0.41 -0.23
N 0.98402 1.56125 -1.82409 -0.42 0.08 -0.32 -0.05
C 0.19312 1.65853 -3.02568 -0.22 0.14 0.62 -0.29
O -1.21848 1.63025 -2.80444 -0.42 0.35 -0.40 -0.07
H -1.86834 -1.22927 1.00258 -0.26 0.27 0.03 0.08
H -1.68077 -0.05436 2.32723 0.19 0.31 -0.12 0.08
H -1.09658 -1.68504 2.47740 0.34 0.10 -0.02 0.06
H 0.54365 -1.28163 0.79897 -0.09 0.26 -0.24 0.09
H 0.65826 1.48057 0.87326 -0.39 0.49 -0.16 0.12
H -0.97542 0.98550 0.19533 0.10 0.52 0.07 0.11
H 1.70195 -0.08232 -0.78985 -0.04 -0.13 0.21 0.11
H 0.12627 -0.33740 -1.51104 -0.03 -0.03 -0.02 0.12
H 0.78833 2.41060 -1.31580 0.22 0.11 0.33 0.10
H 0.37737 2.65296 -3.42822 0.11 -0.11 -0.29 0.12
H 0.45518 0.89955 -3.76403 0.13 -0.14 0.15 0.12
H -1.48047 1.10342 -2.04765 0.32 -0.24 0.04 0.05
O 0.86152 -3.57787 3.39330 0.15 1.02 0.15 -0.07
H 1.37900 -2.89088 2.94518 0.07 -0.45 -0.29 0.03
H 0.53597 -3.03280 4.12445 -0.22 -0.51 0.13 0.04
```
Forces are in eV/Å.